--- a ---
C8H8 | the ωB97M-V functional and the def2-TZVPD basis

Calculated values
- SMILES: C=Cc1ccccc1
- Charge: 0
- E_HOMO: -8.8886 eV

Element x y z (Å)
C (2.44, 0.10, -1.57)
C (1.70, -0.56, -0.68)
C (0.45, -0.06, -0.07)
C (0.20, -0.24, 1.29)
C (-1.05, 0.00, 1.84)
C (-2.14, 0.36, 1.06)
C (-1.93, 0.44, -0.32)
C (-0.67, 0.26, -0.84)
H (3.39, -0.34, -1.83)
H (2.19, 1.08, -1.95)
H (2.02, -1.53, -0.32)
H (1.05, -0.53, 1.86)
H (-1.08, -0.06, 2.92)
H (-3.12, 0.46, 1.49)
H (-2.81, 0.45, -0.96)
H (-0.63, 0.18, -1.92)

***

--- b ---
C8H8 | the ωB97M-V functional and the def2-TZVPD basis

Calculated values
- Charge: 0
- E_HOMO (spin up / spin down): -7.6588 / -7.6914 eV

Element x y z (Å)
C (-0.29, -1.44, 0.65)
C (-1.72, -1.25, 0.26)
C (1.52, 1.35, -1.09)
C (2.61, 1.70, -1.43)
H (-0.18, -2.03, 1.56)
H (0.27, -1.92, -0.16)
H (-2.11, -2.00, -0.43)
H (-2.38, -1.07, 1.11)
H (-1.73, -0.23, -0.40)
H (3.61, 1.97, -1.66)
C (0.40, -0.09, 0.92)
C (0.25, 0.93, -0.68)
C (0.94, 0.52, 1.85)
C (-0.94, 0.96, -1.09)
H (1.41, 1.30, 2.39)
H (-1.66, 1.30, -1.81)

***

--- c ---
C8H8 | the ωB97M-V functional and the def2-TZVPD basis

Calculated values
- Charge: 0
- E_HOMO: -8.7510 eV

Element x y z (Å)
C (1.26, -2.27, -0.13)
C (0.23, -1.46, 0.14)
C (1.61, -0.90, -0.50)
C (1.05, 0.36, -0.26)
C (1.68, 0.20, -1.58)
C (-0.27, 0.02, 0.33)
C (-0.45, 0.34, 1.84)
C (-1.59, 0.41, -0.35)
H (2.72, 0.66, -1.85)
H (1.17, -0.13, -2.46)
H (-0.42, -0.55, 2.40)
H (-1.42, 0.75, 1.88)
H (0.26, 1.07, 2.24)
H (-2.42, -0.20, -0.13)
H (-1.43, 0.33, -1.44)
H (-1.99, 1.37, -0.13)

***

Short version: c is the least stable of them.

***

--- a ---
C3H8NO | the ωB97M-V functional and the def2-TZVPD basis

Calculated values
- Charge: -1
- E_HOMO: -2.0034 eV

Element x y z (Å)
C (0.36, -2.34, 2.03)
O (0.69, -1.35, 1.20)
H (0.58, -3.40, 1.71)
H (-0.80, -2.41, 2.14)
H (0.60, -2.19, 3.13)
C (-0.31, 0.59, -0.73)
C (-0.17, 2.61, -1.91)
N (-0.86, 1.87, -1.17)
H (-1.05, -0.17, -0.93)
H (0.53, 0.28, -1.39)
H (0.12, 0.52, 0.27)
H (-0.48, 3.66, -1.97)
H (0.79, 2.34, -2.38)

***

--- b ---
C3H8NO | the ωB97M-V functional and the def2-TZVPD basis

Calculated values
- SMILES: C[C@H](N)C[O-]
- Charge: -1
- E_HOMO: -2.0279 eV

Element x y z (Å)
C (0.77, 0.54, -1.14)
C (0.19, 0.03, 0.24)
N (0.03, -1.40, 0.10)
C (-1.19, 0.52, 0.82)
O (-1.36, 0.09, 2.12)
H (0.69, -0.30, -1.88)
H (1.79, 0.71, -0.85)
H (0.20, 1.30, -1.70)
H (1.00, 0.16, 0.97)
H (-0.18, -1.90, 1.00)
H (0.85, -1.66, -0.55)
H (-1.89, 0.30, 0.01)
H (-0.93, 1.60, 0.86)

***

Short version: a is the least stable of them.

***

--- a ---
CH5NOP2 | the ωB97M-V functional and the def2-TZVPD basis

Calculated values
- SMILES: O=CPNP
- Charge: 0
- E_HOMO: -8.5833 eV

Element x y z (Å)
O (0.66, 2.89, -0.51)
C (0.00, 1.94, -0.87)
P (-1.41, 1.53, 0.27)
N (-0.91, -0.49, -0.04)
P (0.59, -0.76, 0.78)
H (0.18, 1.54, -1.89)
H (-0.79, 1.69, 1.48)
H (-1.81, -0.95, 0.41)
H (1.18, 0.01, -0.16)
H (0.83, -2.09, 0.36)

***

--- b ---
CH5NOP2 | the ωB97M-V functional and the def2-TZVPD basis

Calculated values
- SMILES: [H]/N=C/O[PH]#[PH2]
- Charge: 0
- E_HOMO: -9.0325 eV

Element x y z (Å)
H (1.93, 1.20, 0.66)
N (1.21, 0.52, 0.36)
C (1.64, -0.67, 0.54)
O (0.83, -1.67, 0.38)
P (-0.84, -1.53, -0.38)
P (-1.37, 0.45, 0.30)
H (2.66, -1.10, 0.84)
H (-0.30, -1.38, -1.59)
H (-0.81, -0.09, 1.59)
H (-2.54, -0.28, 0.75)

***

--- c ---
CH5NOP2 | the ωB97M-V functional and the def2-TZVPD basis

Calculated values
- SMILES: C/P=N/OP
- Charge: 0
- E_HOMO (spin up / spin down): -8.3618 / -8.6488 eV

Element x y z (Å)
C (-0.83, -1.08, 1.46)
P (-1.36, -0.83, -0.24)
N (0.57, 0.08, -0.51)
O (0.63, 0.75, -1.63)
P (1.78, 1.98, -1.65)
H (0.17, -1.39, 1.59)
H (-0.81, -0.07, 1.93)
H (-1.52, -1.88, 1.90)
H (0.73, 2.92, -1.74)
H (1.79, 2.33, -3.07)

***

Short version: c is the least stable of them.

***

--- a ---
C4H12N3 | the ωB97M-V functional and the def2-TZVPD basis

Calculated values
- Charge: +1
- E_HOMO: -12.2177 eV

Element x y z (Å)
N (1.49, 0.99, 1.67)
C (0.79, 2.02, 1.26)
N (-0.20, 1.93, 0.42)
H (1.18, 0.06, 1.44)
H (2.25, 1.08, 2.32)
H (1.05, 3.01, 1.64)
H (-0.65, 2.78, 0.13)
H (-0.44, 1.06, -0.09)
C (0.68, -1.33, -1.57)
C (-0.63, -1.18, -0.86)
C (-1.56, -0.28, -1.21)
N (-0.82, -2.08, 0.18)
H (1.00, -2.37, -1.56)
H (1.46, -0.73, -1.09)
H (0.60, -1.01, -2.60)
H (-2.52, -0.21, -0.72)
H (-1.45, 0.25, -2.15)
H (0.01, -2.38, 0.66)
H (-1.56, -1.85, 0.82)

***

--- b ---
C4H12N3 | the ωB97M-V functional and the def2-TZVPD basis

Calculated values
- SMILES: CNCN/C=[NH+]/C
- Charge: +1
- E_HOMO: -13.4516 eV

Element x y z (Å)
C (-2.58, -0.34, -0.89)
N (-2.19, 0.55, 0.21)
C (-1.14, 1.35, -0.17)
N (0.13, 0.65, -0.54)
C (0.85, 0.00, 0.33)
N (1.99, -0.54, -0.02)
C (2.82, -0.95, 1.02)
H (-3.26, -1.09, -0.49)
H (-2.92, 0.28, -1.79)
H (-1.79, -0.99, -1.35)
H (-2.00, 0.11, 1.05)
H (-0.74, 1.98, 0.71)
H (-1.44, 2.01, -1.06)
H (0.01, 0.47, -1.50)
H (0.58, 0.29, 1.33)
H (2.27, -0.67, -1.01)
H (3.43, -0.10, 1.47)
H (2.34, -1.35, 1.97)
H (3.64, -1.66, 0.72)

***

--- c ---
C4H12N3 | the ωB97M-V functional and the def2-TZVPD basis

Calculated values
- Charge: +1
- E_HOMO: -11.9769 eV

Element x y z (Å)
C (2.47, 1.70, -0.83)
C (2.37, 0.41, -0.53)
N (1.74, -0.58, -1.31)
H (1.95, 2.17, -1.67)
H (3.06, 2.34, -0.18)
H (3.03, 0.07, 0.28)
H (1.30, -0.19, -2.15)
H (1.04, -1.05, -0.74)
C (-1.36, 1.22, 0.20)
N (-1.80, -2.37, 1.17)
C (-1.20, -1.23, 0.77)
N (-1.84, -0.18, 0.42)
H (-2.15, 1.74, -0.40)
H (-0.39, 1.14, -0.35)
H (-1.20, 1.68, 1.13)
H (-2.81, -2.38, 1.28)
H (-1.26, -3.07, 1.64)
H (-0.11, -1.19, 0.64)
H (-2.83, -0.24, 0.61)

***

--- d ---
C4H12N3 | the ωB97M-V functional and the def2-TZVPD basis

Calculated values
- Charge: +1
- E_HOMO: -13.8581 eV

Element x y z (Å)
N (0.68, -1.86, -2.22)
C (0.23, -0.66, -2.58)
N (-0.66, 0.02, -1.92)
H (0.42, -2.28, -1.34)
H (1.33, -2.35, -2.81)
H (0.69, -0.26, -3.47)
H (-0.86, 0.87, -2.43)
C (1.23, 0.34, 1.33)
C (-0.19, 0.73, 1.54)
C (-0.68, 1.59, 2.40)
N (-1.12, -0.05, 0.71)
H (1.85, 0.84, 2.07)
H (1.36, -0.73, 1.45)
H (1.56, 0.62, 0.33)
H (-1.75, 1.77, 2.50)
H (-0.04, 2.17, 3.04)
H (-0.86, 0.01, -0.39)
H (-2.09, 0.26, 0.80)
H (-1.09, -1.03, 0.98)

***

Short version: b is the least stable of them.

***

--- a ---
C4H12N3 | the ωB97M-V functional and the def2-TZVPD basis

Calculated values
- Charge: +1
- E_HOMO: -13.7217 eV

Element x y z (Å)
C (-1.93, -1.32, -0.97)
N (-2.39, 0.26, 1.31)
C (-1.20, 0.20, 0.69)
N (-0.90, -0.49, -0.34)
H (-1.54, -1.76, -1.87)
H (-2.80, -0.70, -1.21)
H (-2.26, -2.08, -0.26)
H (-3.15, -0.34, 1.00)
H (-2.41, 0.52, 2.28)
H (-0.45, 0.86, 1.12)
C (2.24, 0.47, 0.36)
C (2.67, 1.71, 0.21)
N (1.67, -0.27, -0.76)
H (2.22, -0.05, 1.30)
H (3.11, 2.28, 1.01)
H (2.61, 2.16, -0.78)
H (0.49, -0.35, -0.72)
H (2.02, 0.14, -1.62)
H (2.01, -1.24, -0.74)

***

--- b ---
C4H12N3 | the ωB97M-V functional and the def2-TZVPD basis

Calculated values
- Charge: +1
- E_HOMO (spin up / spin down): -12.2666 / -11.7726 eV

Element x y z (Å)
C (1.66, -0.06, -0.19)
C (1.91, 1.24, -0.82)
C (-1.96, -0.09, 1.55)
C (-1.46, -1.08, 0.45)
N (2.61, -0.77, 0.15)
N (-0.88, -0.62, -0.74)
N (-1.46, 0.45, -1.27)
H (2.10, 0.87, -1.94)
H (1.11, 2.01, -0.74)
H (2.80, 1.78, -0.32)
H (-1.15, 0.71, 1.80)
H (-2.84, 0.37, 1.29)
H (-1.91, -0.56, 2.47)
H (-0.91, -1.94, 0.87)
H (-2.40, -1.60, 0.09)
H (3.65, -0.56, -0.13)
H (-1.18, 0.74, -2.25)
H (2.60, -1.73, 0.52)
H (-2.28, 0.82, -0.79)

***

Short version: b is the least stable of them.

***

--- a ---
C4H12N3 | the ωB97M-V functional and the def2-TZVPD basis

Calculated values
- Charge: +1
- E_HOMO: -14.4216 eV

Element x y z (Å)
C (-1.96, -0.47, 0.07)
C (1.08, 0.90, 1.13)
C (1.16, -1.26, -0.23)
C (0.96, 0.20, -0.18)
N (-3.21, -0.18, 0.36)
N (1.41, 0.93, -1.22)
N (-1.03, 0.29, -0.34)
H (-1.65, -1.39, 0.47)
H (0.21, 1.62, 1.22)
H (0.81, 0.20, 1.98)
H (2.08, 1.11, 1.43)
H (1.78, -1.41, -1.13)
H (0.26, -1.76, -0.22)
H (1.67, -1.50, 0.63)
H (-3.91, -0.90, 0.40)
H (-3.50, 0.79, 0.11)
H (1.22, 0.46, -2.12)
H (1.45, 1.95, -1.27)
H (-1.30, 1.27, -0.46)

***

--- b ---
C4H12N3 | the ωB97M-V functional and the def2-TZVPD basis

Calculated values
- Charge: +1
- E_HOMO: -11.7336 eV

Element x y z (Å)
C (0.38, -1.06, -1.42)
C (-0.76, -0.02, -1.28)
C (-0.49, 0.57, 0.03)
C (0.35, 1.60, 0.25)
N (1.16, 1.77, 1.34)
N (-0.99, -0.35, 1.04)
N (0.25, -1.88, -0.20)
H (1.31, -0.52, -1.56)
H (0.21, -1.66, -2.33)
H (-0.65, 0.78, -2.01)
H (-1.66, -0.65, -1.29)
H (0.47, 2.33, -0.55)
H (1.49, 1.02, 1.93)
H (1.27, 2.70, 1.67)
H (-2.00, -0.44, 1.04)
H (-0.72, -0.28, 2.01)
H (-0.43, -2.63, -0.32)
H (1.01, -2.32, 0.30)
H (-0.31, -1.35, 0.48)

***

Short version: b is the least stable of them.

***

--- a ---
C3H4INO | the ωB97M-V functional and the def2-TZVPD basis

Calculated values
- SMILES: C/C=N/C(=O)I
- Charge: 0
- E_HOMO: -9.2906 eV

Element x y z (Å)
C (-0.31, 0.02, -0.39)
C (0.89, -0.41, 0.44)
N (1.92, -0.82, -0.11)
C (3.07, -1.37, -0.02)
O (3.61, -2.47, -0.05)
I (4.51, 0.38, 0.01)
H (-0.72, 1.15, -0.30)
H (-1.12, -0.59, 0.00)
H (0.04, 0.04, -1.36)
H (0.96, -0.29, 1.58)

***

--- b ---
C3H4INO | the ωB97M-V functional and the def2-TZVPD basis

Calculated values
- SMILES: C/C=N/C(=O)I
- Charge: 0
- E_HOMO: -9.7342 eV

Element x y z (Å)
C (1.57, 0.70, 0.20)
C (0.42, -0.11, -0.41)
N (-0.60, -0.17, 0.33)
C (-1.93, -0.85, 0.15)
O (-2.14, -1.97, 0.45)
I (-3.26, 0.69, -0.49)
H (2.41, 0.70, -0.52)
H (1.86, 0.18, 1.20)
H (1.21, 1.60, 0.35)
H (0.47, -0.77, -1.27)

***

Short version: a is the least stable of them.

***

--- a ---
C22H23N3O2 | the ωB97M-V functional and the def2-TZVPD basis

Calculated values
- SMILES: COc1ccccc1/C=C(/C(=O)NCCCn1ccnc1)c1ccccc1
- Charge: 0
- E_HOMO: -8.3136 eV

Element x y z (Å)
C (3.39, 4.24, 0.13)
O (2.90, 2.96, -0.19)
C (3.67, 1.88, 0.09)
C (4.89, 1.93, 0.74)
C (5.60, 0.76, 0.99)
C (5.10, -0.46, 0.59)
C (3.88, -0.52, -0.06)
C (3.14, 0.63, -0.31)
C (1.87, 0.61, -1.02)
C (0.93, -0.35, -0.99)
C (-0.27, -0.15, -1.85)
O (-0.31, 0.67, -2.75)
N (-1.33, -0.94, -1.55)
C (-2.60, -0.81, -2.22)
C (-3.56, 0.12, -1.48)
C (-3.93, -0.41, -0.09)
N (-4.88, 0.46, 0.56)
C (-6.23, 0.46, 0.39)
C (-6.71, 1.48, 1.16)
N (-5.68, 2.10, 1.79)
C (-4.61, 1.47, 1.41)
C (0.98, -1.53, -0.11)
C (0.90, -2.82, -0.65)
C (0.95, -3.93, 0.18)
C (1.06, -3.77, 1.55)
C (1.13, -2.49, 2.09)
C (1.10, -1.38, 1.27)
H (2.62, 4.94, -0.21)
H (4.33, 4.45, -0.38)
H (3.52, 4.36, 1.21)
H (5.31, 2.87, 1.05)
H (6.55, 0.82, 1.50)
H (5.66, -1.37, 0.77)
H (3.49, -1.47, -0.39)
H (1.67, 1.47, -1.64)
H (-1.26, -1.56, -0.75)
H (-2.39, -0.40, -3.21)
H (-3.04, -1.80, -2.33)
H (-4.47, 0.24, -2.08)
H (-3.09, 1.10, -1.38)
H (-4.37, -1.41, -0.19)
H (-3.04, -0.47, 0.53)
H (-6.73, -0.25, -0.25)
H (-7.72, 1.81, 1.30)
H (-3.61, 1.71, 1.73)
H (0.82, -2.94, -1.72)
H (0.89, -4.92, -0.25)
H (1.09, -4.63, 2.19)
H (1.22, -2.37, 3.16)
H (1.16, -0.39, 1.68)

***

--- b ---
C22H23N3O2 | the ωB97M-V functional and the def2-TZVPD basis

Calculated values
- SMILES: O=C1[C@H]2Cc3ccccc3CN2C(=O)N1CCCN1Cc2ccccc2C1
- Charge: 0
- E_HOMO: -8.1756 eV

Element x y z (Å)
O (-0.34, -3.04, -1.78)
C (-0.34, -1.82, -1.87)
C (-1.22, -1.07, -2.84)
C (-2.73, -1.39, -2.75)
C (-3.48, -0.38, -3.60)
C (-4.39, -0.82, -4.56)
C (-5.07, 0.10, -5.37)
C (-4.74, 1.47, -5.32)
C (-3.73, 1.90, -4.36)
C (-3.14, 0.97, -3.55)
C (-1.98, 1.40, -2.68)
N (-1.03, 0.31, -2.39)
C (-0.17, 0.29, -1.28)
O (-0.02, 1.22, -0.50)
N (0.29, -0.98, -1.01)
C (0.92, -1.34, 0.23)
C (-0.07, -1.46, 1.37)
C (0.69, -1.80, 2.67)
N (1.77, -0.83, 2.94)
C (1.50, 0.63, 3.03)
C (2.77, 1.16, 3.59)
C (3.20, 2.49, 3.54)
C (4.50, 2.76, 3.96)
C (5.36, 1.76, 4.43)
C (4.86, 0.46, 4.54)
C (3.57, 0.16, 4.12)
C (2.81, -1.17, 3.96)
H (-0.85, -1.22, -3.89)
H (-2.96, -2.37, -3.17)
H (-3.05, -1.38, -1.70)
H (-4.57, -1.90, -4.65)
H (-5.79, -0.24, -6.12)
H (-5.29, 2.21, -5.89)
H (-3.45, 2.95, -4.34)
H (-2.35, 1.90, -1.78)
H (-1.42, 2.16, -3.24)
H (1.70, -0.61, 0.45)
H (1.39, -2.29, 0.08)
H (-0.81, -2.25, 1.16)
H (-0.60, -0.49, 1.53)
H (1.13, -2.83, 2.59)
H (0.03, -1.79, 3.54)
H (0.66, 0.90, 3.71)
H (1.27, 0.98, 2.02)
H (2.58, 3.24, 3.08)
H (4.89, 3.81, 3.90)
H (6.40, 2.06, 4.71)
H (5.52, -0.29, 4.97)
H (3.46, -2.02, 3.60)
H (2.34, -1.49, 4.90)

***

Short version: a is the least stable of them.